#A
Formula: C40H101N7O13
Source: the OMol25 dataset
Level of theory: ωB97M-V/def2-TZVPD

Each atom is followed by the atoms it is bonded to, with distances in Å.
Cartesian coordinates (Å):
1 C -9.50 21.45 22.57  O2 1.418, H7 1.090, H8 1.090, H9 1.090
2 O -8.66 21.99 21.57  C1 1.418, C3 1.439
3 C -8.98 21.41 20.29  O2 1.439, C4 1.487, H10 1.090, H11 1.090
4 C -7.83 21.80 19.43  C3 1.487, C5 1.504, N6 1.423, H12 1.090
5 C -7.83 23.24 19.02  C4 1.504, H13 1.090, H14 1.090, H15 1.090
6 N -7.70 21.00 18.26  C4 1.423, H16 1.010, H17 1.010
7 H -9.31 20.37 22.52  C1 1.090
8 H -10.51 21.59 22.19  C1 1.090
9 H -9.44 22.00 23.51  C1 1.090
10 H -9.06 20.32 20.31  C3 1.090
11 H -9.98 21.69 19.98  C3 1.090
12 H -7.02 21.62 20.14  C4 1.090
13 H -7.20 23.43 18.15  C5 1.090
14 H -7.36 23.89 19.77  C5 1.090
15 H -8.82 23.52 18.66  C5 1.090
16 H -6.71 20.82 18.10  N6 1.010
17 H -7.97 20.04 18.43  N6 1.010
18 C -0.33 21.87 20.65  O19 1.328, H27 1.090, H28 1.090, H29 1.090
19 O -0.20 20.65 20.15  C18 1.328, C20 1.397
20 C 0.41 19.72 21.00  O19 1.397, C21 1.598, H30 1.090, H31 1.090
21 C 0.18 18.22 20.48  C20 1.598, N22 1.524, H32 1.090, H33 1.090
22 N 0.09 18.10 18.97  C21 1.524, C23 1.494, H34 1.010
23 C -0.70 17.11 18.18  N22 1.494, C24 1.524, H35 1.090, H36 1.090
24 C -2.22 17.28 18.15  C23 1.524, O25 1.457, H37 1.090, H38 1.090
25 O -2.60 18.44 17.35  C24 1.457, C26 1.406
26 C -3.20 19.55 17.96  O25 1.406, H39 1.090, H40 1.090, H41 1.090
27 H -1.14 21.92 21.38  C18 1.090
28 H -0.54 22.48 19.77  C18 1.090
29 H 0.55 22.28 21.14  C18 1.090
30 H -0.11 19.70 21.96  C20 1.090
31 H 1.43 20.05 21.20  C20 1.090
32 H -0.67 17.81 21.02  C21 1.090
33 H 1.10 17.72 20.76  C21 1.090
34 H -0.18 19.04 18.70  N22 1.010
35 H -0.53 16.15 18.68  C23 1.090
36 H -0.21 16.90 17.23  C23 1.090
37 H -2.55 17.32 19.19  C24 1.090
38 H -2.64 16.35 17.76  C24 1.090
39 H -3.17 20.46 17.36  C26 1.090
40 H -2.74 19.72 18.93  C26 1.090
41 H -4.26 19.51 18.19  C26 1.090
42 C -7.92 16.32 20.64  O43 1.406, H51 1.090, H52 1.090, H53 1.090
43 O -9.20 15.76 20.47  C42 1.406, C44 1.457
44 C -9.99 16.34 19.39  O43 1.457, C45 1.584, H54 1.090, H55 1.090
45 C -11.33 16.94 19.98  C44 1.584, N46 1.492, H56 1.090, H57 1.090
46 N -10.99 18.03 20.94  C45 1.492, C47 1.479, H58 1.010
47 C -12.21 18.59 21.56  N46 1.479, C48 1.580, H59 1.090, H60 1.090
48 C -12.78 19.64 20.53  C47 1.580, O49 1.464, H61 1.090, H62 1.090
49 O -13.86 20.53 20.96  C48 1.464, C50 1.435
50 C -15.06 19.85 21.35  O49 1.435, H63 1.090, H64 1.090, H65 1.090
51 H -8.02 17.32 21.07  C42 1.090
52 H -7.50 16.48 19.65  C42 1.090
53 H -7.36 15.59 21.21  C42 1.090
54 H -10.29 15.59 18.66  C44 1.090
55 H -9.41 17.16 18.97  C44 1.090
56 H -11.83 16.11 20.47  C45 1.090
57 H -11.92 17.44 19.20  C45 1.090
58 H -10.36 17.62 21.62  N46 1.010
59 H -11.82 19.04 22.47  C47 1.090
60 H -12.96 17.81 21.68  C47 1.090
61 H -13.08 19.21 19.57  C48 1.090
62 H -11.95 20.28 20.25  C48 1.090
63 H -15.37 19.07 20.64  C50 1.090
64 H -15.87 20.57 21.19  C50 1.090
65 H -15.03 19.41 22.34  C50 1.090
66 C -12.14 23.72 16.47  O67 1.375, H75 1.090, H76 1.090, H77 1.090
67 O -11.69 22.46 16.13  C66 1.375, C68 1.442
68 C -10.26 22.35 16.21  O67 1.442, C69 1.496, H78 1.090, H79 1.090
69 C -9.82 21.17 15.40  C68 1.496, N70 1.430, H80 1.090, H81 1.090
70 N -8.46 21.45 15.06  C69 1.430, C71 1.504, H82 1.010
71 C -8.14 20.31 14.12  N70 1.504, C72 1.576, H83 1.090, H84 1.090
72 C -6.60 20.28 13.79  C71 1.576, O73 1.447, H85 1.090, H86 1.090
73 O -5.95 19.81 15.00  C72 1.447, C74 1.462
74 C -5.76 18.36 15.03  O73 1.462, H87 1.090, H88 1.090, H89 1.090
75 H -11.94 23.77 17.54  C66 1.090
76 H -13.19 23.73 16.16  C66 1.090
77 H -11.54 24.56 16.13  C66 1.090
78 H -10.24 22.28 17.30  C68 1.090
79 H -9.81 23.31 15.96  C68 1.090
80 H -10.40 21.16 14.48  C69 1.090
81 H -9.83 20.26 15.99  C69 1.090
82 H -7.91 21.24 15.88  N70 1.010
83 H -8.77 20.14 13.25  C71 1.090
84 H -8.22 19.37 14.66  C71 1.090
85 H -6.15 21.27 13.73  C72 1.090
86 H -6.39 19.74 12.86  C72 1.090
87 H -5.22 18.04 15.92  C74 1.090
88 H -5.09 17.96 14.27  C74 1.090
89 H -6.71 17.83 15.03  C74 1.090
90 C -7.17 27.83 15.94  O91 1.398, H99 1.090, H100 1.090, H101 1.090
91 O -6.17 27.47 16.85  C90 1.398, C92 1.429
92 C -5.47 26.29 16.45  O91 1.429, C93 1.569, H102 1.090, H103 1.090
93 C -4.11 26.21 17.22  C92 1.569, N94 1.482, H104 1.090, H105 1.090
94 N -4.22 25.80 18.64  C93 1.482, C95 1.505, H106 1.010
95 C -4.25 24.31 18.81  N94 1.505, C96 1.556, H107 1.090, H108 1.090
96 C -4.22 23.93 20.32  C95 1.556, O97 1.461, H109 1.090, H110 1.090
97 O -4.43 22.49 20.46  C96 1.461, C98 1.420
98 C -4.43 21.90 21.75  O97 1.420, H111 1.090, H112 1.090, H113 1.090
99 H -6.93 27.70 14.88  C90 1.090
100 H -7.41 28.87 16.16  C90 1.090
101 H -8.03 27.18 16.09  C90 1.090
102 H -5.19 26.36 15.40  C92 1.090
103 H -6.14 25.44 16.60  C92 1.090
104 H -3.48 27.09 17.06  C93 1.090
105 H -3.45 25.49 16.73  C93 1.090
106 H -4.74 26.42 19.24  N94 1.010
107 H -3.35 23.95 18.32  C95 1.090
108 H -5.16 23.92 18.34  C95 1.090
109 H -5.04 24.36 20.91  C96 1.090
110 H -3.35 24.23 20.90  C96 1.090
111 H -3.65 22.30 22.40  C98 1.090
112 H -4.32 20.83 21.58  C98 1.090
113 H -5.40 21.94 22.25  C98 1.090
114 C -6.88 19.32 25.08  O115 1.376, H123 1.090, H124 1.090, H125 1.090
115 O -7.05 19.51 26.43  C114 1.376, C116 1.472
116 C -8.11 18.71 27.07  O115 1.472, C117 1.515, H126 1.090, H127 1.090
117 C -8.10 18.95 28.57  C116 1.515, N118 1.446, H128 1.090, H129 1.090
118 N -6.97 18.23 29.10  C117 1.446, C119 1.460, H130 1.010
119 C -6.70 18.77 30.43  N118 1.460, C120 1.493, H131 1.090, H132 1.090
120 C -5.71 17.88 31.10  C119 1.493, O121 1.427, H133 1.090, H134 1.090
121 O -4.47 17.96 30.40  C120 1.427, C122 1.412
122 C -3.55 16.95 30.77  O121 1.412, H135 1.090, H136 1.090, H137 1.090
123 H -6.02 19.84 24.65  C114 1.090
124 H -7.70 19.81 24.55  C114 1.090
125 H -6.69 18.27 24.85  C114 1.090
126 H -7.94 17.69 26.72  C116 1.090
127 H -9.09 19.00 26.72  C116 1.090
128 H -9.08 18.64 28.94  C117 1.090
129 H -8.02 20.03 28.69  C117 1.090
130 H -6.20 18.49 28.50  N118 1.010
131 H -7.58 18.80 31.06  C119 1.090
132 H -6.35 19.80 30.35  C119 1.090
133 H -6.02 16.84 31.08  C120 1.090
134 H -5.67 18.18 32.15  C120 1.090
135 H -3.61 15.99 30.26  C122 1.090
136 H -3.44 16.71 31.83  C122 1.090
137 H -2.58 17.43 30.60  C122 1.090
138 C -5.77 33.44 17.03  O139 1.389, H147 1.090, H148 1.090, H149 1.090
139 O -5.17 32.27 17.48  C138 1.389, C140 1.348
140 C -5.59 31.90 18.71  O139 1.348, C141 1.547, H150 1.090, H151 1.090
141 C -5.06 30.46 18.92  C140 1.547, N142 1.489, H152 1.090, H153 1.090
142 N -6.13 29.49 18.56  C141 1.489, C143 1.420, H154 1.010
143 C -6.82 28.93 19.67  N142 1.420, C144 1.574, H155 1.090, H156 1.090
144 C -8.05 28.02 19.27  C143 1.574, O145 1.394, H157 1.090, H158 1.090
145 O -8.88 27.67 20.34  C144 1.394, C146 1.407
146 C -9.37 26.37 20.52  O145 1.407, H159 1.090, H160 1.090, H161 1.090
147 H -6.79 33.49 17.41  C138 1.090
148 H -5.91 33.31 15.96  C138 1.090
149 H -5.18 34.35 17.10  C138 1.090
150 H -6.67 31.84 18.82  C140 1.090
151 H -5.14 32.53 19.49  C140 1.090
152 H -4.60 30.36 19.90  C141 1.090
153 H -4.24 30.37 18.21  C141 1.090
154 H -5.80 28.69 18.04  N142 1.010
155 H -7.28 29.77 20.19  C143 1.090
156 H -6.16 28.52 20.44  C143 1.090
157 H -7.73 27.13 18.74  C144 1.090
158 H -8.63 28.54 18.51  C144 1.090
159 H -8.53 25.69 20.67  C146 1.090
160 H -9.89 26.09 19.60  C146 1.090
161 H -10.12 26.30 21.31  C146 1.090

frontier orbital gap: 8.63 eV
lowest unoccupied orbital energy: 0.279 eV

#B
Formula: C40H101N7O13
Source: the OMol25 dataset
Level of theory: ωB97M-V/def2-TZVPD

Each atom is followed by the atoms it is bonded to, with distances in Å.
Cartesian coordinates (Å):
1 C -5.10 -0.82 -4.76  O2 1.460, H7 1.090, H8 1.090, H9 1.090
2 O -4.66 0.08 -5.82  C1 1.460, C3 1.390
3 C -5.02 1.41 -5.63  O2 1.390, C4 1.548, H10 1.090, H11 1.090
4 C -6.52 1.76 -5.74  C3 1.548, C5 1.533, N6 1.443, H12 1.090
5 C -7.02 1.71 -7.19  C4 1.533, H13 1.090, H14 1.090, H15 1.090
6 N -6.75 3.07 -5.19  C4 1.443, H16 1.010, H17 1.010
7 H -4.96 -1.90 -4.86  C1 1.090
8 H -6.18 -0.80 -4.62  C1 1.090
9 H -4.56 -0.56 -3.85  C1 1.090
10 H -4.48 1.57 -4.69  C3 1.090
11 H -4.38 2.01 -6.28  C3 1.090
12 H -7.08 1.09 -5.09  C4 1.090
13 H -6.24 1.91 -7.91  C5 1.090
14 H -7.85 2.38 -7.40  C5 1.090
15 H -7.30 0.73 -7.58  C5 1.090
16 H -6.16 3.67 -5.76  N6 1.010
17 H -7.74 3.29 -5.24  N6 1.010
18 C 3.46 -0.66 4.73  O19 1.385, H27 1.090, H28 1.090, H29 1.090
19 O 3.98 -1.06 5.95  C18 1.385, C20 1.450
20 C 2.98 -1.82 6.67  O19 1.450, C21 1.608, H30 1.090, H31 1.090
21 C 3.59 -2.25 8.09  C20 1.608, N22 1.510, H32 1.090, H33 1.090
22 N 4.49 -3.47 8.08  C21 1.510, C23 1.437, H34 1.010
23 C 5.38 -3.56 6.96  N22 1.437, C24 1.574, H35 1.090, H36 1.090
24 C 6.61 -4.45 7.39  C23 1.574, O25 1.378, H37 1.090, H38 1.090
25 O 7.16 -4.18 8.62  C24 1.378, C26 1.374
26 C 8.13 -5.01 9.15  O25 1.374, H39 1.090, H40 1.090, H41 1.090
27 H 2.44 -0.30 4.87  C18 1.090
28 H 3.48 -1.51 4.04  C18 1.090
29 H 4.15 0.07 4.30  C18 1.090
30 H 2.66 -2.70 6.10  C20 1.090
31 H 2.08 -1.22 6.83  C20 1.090
32 H 2.75 -2.44 8.76  C21 1.090
33 H 4.22 -1.40 8.34  C21 1.090
34 H 5.18 -3.62 8.80  N22 1.010
35 H 5.81 -2.56 6.83  C23 1.090
36 H 4.92 -4.03 6.10  C23 1.090
37 H 7.37 -4.47 6.60  C24 1.090
38 H 6.29 -5.49 7.41  C24 1.090
39 H 8.38 -4.64 10.14  C26 1.090
40 H 9.02 -4.75 8.58  C26 1.090
41 H 7.86 -6.05 9.31  C26 1.090
42 C 2.19 9.00 -4.67  O43 1.350, H51 1.090, H52 1.090, H53 1.090
43 O 2.96 8.02 -4.15  C42 1.350, C44 1.514
44 C 2.66 6.62 -4.63  O43 1.514, C45 1.581, H54 1.090, H55 1.090
45 C 2.00 5.85 -3.42  C44 1.581, N46 1.450, H56 1.090, H57 1.090
46 N 1.79 4.52 -3.96  C45 1.450, C47 1.497, H58 1.010
47 C 0.81 3.68 -3.20  N46 1.497, C48 1.565, H59 1.090, H60 1.090
48 C 1.54 2.89 -2.07  C47 1.565, O49 1.424, H61 1.090, H62 1.090
49 O 2.52 1.98 -2.57  C48 1.424, C50 1.392
50 C 2.75 0.83 -1.82  O49 1.392, H63 1.090, H64 1.090, H65 1.090
51 H 1.11 9.04 -4.64  C42 1.090
52 H 2.40 9.03 -5.74  C42 1.090
53 H 2.62 9.92 -4.29  C42 1.090
54 H 3.64 6.25 -4.92  C44 1.090
55 H 2.02 6.72 -5.51  C44 1.090
56 H 1.02 6.30 -3.29  C45 1.090
57 H 2.63 5.89 -2.53  C45 1.090
58 H 2.69 4.07 -4.07  N46 1.010
59 H 0.28 3.07 -3.94  C47 1.090
60 H 0.07 4.31 -2.70  C47 1.090
61 H 0.68 2.36 -1.66  C48 1.090
62 H 1.97 3.53 -1.31  C48 1.090
63 H 3.54 1.01 -1.09  C50 1.090
64 H 2.88 0.22 -2.73  C50 1.090
65 H 1.84 0.56 -1.29  C50 1.090
66 C -1.45 -0.57 -3.52  O67 1.356, H75 1.090, H76 1.090, H77 1.090
67 O -0.41 -1.05 -2.79  C66 1.356, C68 1.438
68 C -0.59 -1.44 -1.42  O67 1.438, C69 1.542, H78 1.090, H79 1.090
69 C -1.22 -0.35 -0.52  C68 1.542, N70 1.486, H80 1.090, H81 1.090
70 N -1.46 -1.06 0.76  C69 1.486, C71 1.472, H82 1.010
71 C -1.50 -0.21 1.96  N70 1.472, C72 1.564, H83 1.090, H84 1.090
72 C -1.24 -1.04 3.26  C71 1.564, O73 1.429, H85 1.090, H86 1.090
73 O 0.13 -1.18 3.62  C72 1.429, C74 1.392
74 C 0.74 -2.17 2.86  O73 1.392, H87 1.090, H88 1.090, H89 1.090
75 H -1.05 -0.40 -4.52  C66 1.090
76 H -1.70 0.40 -3.09  C66 1.090
77 H -2.34 -1.19 -3.62  C66 1.090
78 H 0.39 -1.74 -1.06  C68 1.090
79 H -1.23 -2.31 -1.31  C68 1.090
80 H -2.17 -0.02 -0.95  C69 1.090
81 H -0.55 0.50 -0.47  C69 1.090
82 H -0.98 -1.93 0.94  N70 1.010
83 H -2.41 0.39 1.91  C71 1.090
84 H -0.70 0.52 1.87  C71 1.090
85 H -1.74 -1.98 3.02  C72 1.090
86 H -1.90 -0.68 4.05  C72 1.090
87 H 0.09 -2.95 2.47  C74 1.090
88 H 1.51 -2.61 3.49  C74 1.090
89 H 1.18 -1.72 1.97  C74 1.090
90 C 0.58 8.57 0.51  O91 1.360, H99 1.090, H100 1.090, H101 1.090
91 O 1.74 8.28 1.15  C90 1.360, C92 1.390
92 C 1.62 8.16 2.53  O91 1.390, C93 1.560, H102 1.090, H103 1.090
93 C 2.47 7.02 3.18  C92 1.560, N94 1.485, H104 1.090, H105 1.090
94 N 1.76 5.74 3.38  C93 1.485, C95 1.476, H106 1.010
95 C 1.14 5.19 2.16  N94 1.476, C96 1.538, H107 1.090, H108 1.090
96 C 0.83 3.72 2.50  C95 1.538, O97 1.396, H109 1.090, H110 1.090
97 O 2.04 3.02 2.45  C96 1.396, C98 1.430
98 C 1.89 1.60 2.33  O97 1.430, H111 1.090, H112 1.090, H113 1.090
99 H 0.62 9.64 0.31  C90 1.090
100 H -0.35 8.36 1.05  C90 1.090
101 H 0.54 8.18 -0.50  C90 1.090
102 H 0.59 8.08 2.87  C92 1.090
103 H 1.82 9.12 3.01  C92 1.090
104 H 2.73 7.27 4.21  C93 1.090
105 H 3.43 6.90 2.68  C93 1.090
106 H 2.46 5.03 3.56  N94 1.010
107 H 1.75 5.35 1.27  C95 1.090
108 H 0.24 5.72 1.86  C95 1.090
109 H 0.07 3.38 1.80  C96 1.090
110 H 0.56 3.58 3.55  C96 1.090
111 H 2.81 1.12 2.01  C98 1.090
112 H 1.25 1.30 1.50  C98 1.090
113 H 1.58 1.08 3.23  C98 1.090
114 C -6.59 -0.87 1.93  O115 1.375, H123 1.090, H124 1.090, H125 1.090
115 O -5.76 -1.97 1.93  C114 1.375, C116 1.461
116 C -4.68 -1.80 0.95  O115 1.461, C117 1.535, H126 1.090, H127 1.090
117 C -3.98 -3.15 0.74  C116 1.535, N118 1.479, H128 1.090, H129 1.090
118 N -3.42 -3.69 2.00  C117 1.479, C119 1.463, H130 1.010
119 C -2.97 -5.07 1.87  N118 1.463, C120 1.645, H131 1.090, H132 1.090
120 C -2.24 -5.68 3.21  C119 1.645, O121 1.465, H133 1.090, H134 1.090
121 O -3.09 -6.61 3.97  C120 1.465, C122 1.373
122 C -4.23 -6.09 4.51  O121 1.373, H135 1.090, H136 1.090, H137 1.090
123 H -7.42 -0.99 2.63  C114 1.090
124 H -7.21 -0.98 1.04  C114 1.090
125 H -6.18 0.14 2.07  C114 1.090
126 H -3.99 -1.06 1.34  C116 1.090
127 H -4.92 -1.57 -0.09  C116 1.090
128 H -3.17 -2.84 0.08  C117 1.090
129 H -4.65 -3.81 0.18  C117 1.090
130 H -4.07 -3.53 2.75  N118 1.010
131 H -2.33 -5.02 0.98  C119 1.090
132 H -3.79 -5.68 1.49  C119 1.090
133 H -1.93 -4.83 3.81  C120 1.090
134 H -1.32 -6.22 2.98  C120 1.090
135 H -4.75 -5.57 3.70  C122 1.090
136 H -3.92 -5.27 5.16  C122 1.090
137 H -4.91 -6.82 4.94  C122 1.090
138 C 4.06 -1.13 -5.72  O139 1.510, H147 1.090, H148 1.090, H149 1.090
139 O 3.22 -2.19 -6.39  C138 1.510, C140 1.360
140 C 1.95 -2.14 -5.89  O139 1.360, C141 1.533, H150 1.090, H151 1.090
141 C 1.76 -3.64 -5.62  C140 1.533, N142 1.462, H152 1.090, H153 1.090
142 N 0.36 -3.76 -5.22  C141 1.462, C143 1.456, H154 1.010
143 C -0.02 -5.05 -4.66  N142 1.456, C144 1.514, H155 1.090, H156 1.090
144 C -1.51 -4.95 -4.40  C143 1.514, O145 1.409, H157 1.090, H158 1.090
145 O -1.68 -4.22 -3.21  C144 1.409, C146 1.440
146 C -1.52 -4.94 -1.98  O145 1.440, H159 1.090, H160 1.090, H161 1.090
147 H 4.58 -1.44 -4.81  C138 1.090
148 H 3.42 -0.26 -5.59  C138 1.090
149 H 4.82 -0.97 -6.48  C138 1.090
150 H 1.24 -1.77 -6.63  C140 1.090
151 H 1.89 -1.62 -4.94  C140 1.090
152 H 2.40 -3.90 -4.78  C141 1.090
153 H 2.06 -4.30 -6.42  C141 1.090
154 H 0.04 -3.13 -4.50  N142 1.010
155 H 0.55 -5.32 -3.77  C143 1.090
156 H 0.20 -5.83 -5.38  C143 1.090
157 H -2.11 -5.86 -4.36  C144 1.090
158 H -2.08 -4.49 -5.20  C144 1.090
159 H -1.88 -4.39 -1.12  C146 1.090
160 H -0.57 -5.32 -1.59  C146 1.090
161 H -2.24 -5.76 -1.86  C146 1.090

frontier orbital gap: 8.80 eV
lowest unoccupied orbital energy: 0.411 eV

The structure shown above that is least stable: #B.